Below is a cluster of 7 separate species, C18H33N3O12 in total at a distorted geometry, with properties calculated with ωB97M-V/def2-TZVPD.

Last column: Mulliken charge in e.
Atoms and positions in Å:
O1 6.0100 -8.9944 0.9778  -0.63
H1 1.5522 -5.5105 -3.8437  0.26
C1 -1.6601 -10.8871 -3.9622  0.43
H2 2.6202 -4.0190 0.7972  0.42
H3 0.3808 -5.1698 -2.5416  0.05
H4 4.0793 -2.2147 -3.2764  0.27
N1 4.2639 -12.8101 1.1838  -0.49
C2 2.8074 -4.9314 0.2309  -0.52
C3 0.3040 -8.8674 3.5830  -0.46
H5 -2.5283 -11.1690 7.0243  0.33
H6 -2.0052 -8.5193 -1.8886  0.22
H7 6.0456 -6.5287 -0.5404  0.14
H8 6.7466 -6.8106 1.0036  0.30
H9 6.7569 -11.7044 0.6495  0.31
C4 6.9910 -6.7770 -0.0581  -0.52
H10 -0.3686 -12.2242 -4.9732  0.31
H11 2.3969 -12.1012 3.7703  0.47
C5 4.8712 -3.9658 -0.8344  0.78
H12 -0.2329 -5.6146 -4.0402  0.39
C6 0.5927 -5.0521 -3.6043  -0.50
H13 2.9484 -9.3025 -0.7683  0.31
C7 -1.1787 -9.7920 5.1283  0.82
H14 3.2238 -9.2327 0.9297  0.18
H15 0.1929 -8.2075 2.7226  0.24
O2 6.1074 -3.8837 -0.9144  -0.56
H16 5.4823 -11.2740 -0.3673  0.21
O3 1.2475 -8.8131 0.4110  0.02
H17 -0.3568 -10.4359 -5.5092  0.26
O4 4.2139 -4.9569 -0.1482  -0.30
O5 7.1953 -10.1061 -0.5875  -0.36
H18 5.3686 -1.7118 -2.0943  0.32
C8 6.5699 -11.3462 -0.3629  -0.58
N2 0.7571 -2.4602 -4.0225  -0.43
C9 2.6718 -8.7447 0.1264  -0.53
O6 0.5091 -7.9714 -1.6556  -0.59
H19 -2.9375 -8.7874 -0.4255  0.20
H20 0.4263 -11.0185 -4.0558  0.22
H21 0.5500 -9.8233 3.1207  0.06
C10 3.5098 -12.2863 1.8907  0.38
C11 -3.1318 -10.5979 6.3187  -0.69
C12 2.5985 -11.6607 2.7939  -0.68
O7 -0.3820 -10.6139 5.6095  -0.63
C13 4.3332 -2.0226 -2.2340  -0.70
H22 7.6936 -5.9547 -0.1932  0.30
H23 -2.1767 -7.1402 -0.7439  0.30
H24 2.6579 -10.5723 2.7879  0.12
H25 6.9358 -11.9325 -1.2058  0.28
H26 -3.5365 -11.4106 5.7156  0.29
H27 3.0313 -7.7249 -0.0103  0.11
H28 2.4668 -5.7087 0.9149  0.27
H29 2.1229 -4.8514 -0.6135  0.08
H30 1.6435 -11.7964 2.2863  0.26
C14 6.8739 -9.0881 0.0982  0.93
O8 -0.9602 -8.5065 -0.0168  -0.25
H31 -3.9616 -10.1349 6.8528  0.26
C15 -0.4348 -11.1694 -4.7067  -0.72
O9 -0.9533 -8.8837 4.2576  -0.31
H32 3.7142 -1.1524 -2.0159  0.25
O10 7.5045 -8.0810 -0.3946  -0.40
C16 0.6807 -3.6098 -3.8511  0.22
H33 1.1139 -8.4027 4.1453  0.40
C17 -2.1043 -8.2231 -0.8443  -0.61
N3 -2.6416 -10.6081 -3.3362  -0.47
O11 3.9647 -3.1162 -1.4021  -0.31
O12 -2.4410 -9.7128 5.4074  -0.35
C18 0.3108 -8.3859 -0.5485  0.58

Results
Multiplicity   1
Molecular weight   483.47 g mol⁻¹
Total charge   0
Orbital gap   10.66 eV
Energy above the lowest of the compared OMol25 structures with the same formula, charge and spin   0.0000 eV


Below is a structure of composition C42H42N2OP2SV at a distorted geometry, with properties calculated with ωB97M-V/def2-TZVPD.

Last column: Mulliken spin population.
Atoms and positions in Å:
H1 2.6043 -1.7652 -5.6563  0.00
P1 -1.4585 0.9721 -0.7522  -0.02
C1 1.8732 1.3022 0.5976  0.04
C2 -4.7105 2.3192 1.3435  0.00
C3 -3.5384 -1.7429 -3.0023  0.01
C4 0.3992 3.0311 -3.7008  0.00
C5 -0.0136 -1.6658 3.1186  0.03
C6 3.3782 2.7611 -1.2041  0.00
H2 -1.2870 3.9349 -0.3426  0.00
C7 5.3696 -2.3917 -0.0730  0.00
N1 -0.7012 -1.2358 2.0716  -0.02
H3 -5.7861 2.2944 1.2668  0.00
H4 -4.4297 1.0925 -0.3823  0.00
C8 -0.0564 -1.8121 -2.8894  0.03
C9 -1.9378 2.3636 1.5638  0.02
C10 2.9324 -3.3911 -0.9756  0.00
H5 0.0550 -0.4554 6.7615  0.00
C11 4.2618 -1.5611 -0.0867  -0.01
C12 -3.4783 1.0394 -2.7198  -0.01
H6 6.1470 -4.3281 -0.5424  0.00
C13 2.2148 0.7464 -0.6400  0.00
C14 0.2477 4.3590 -3.3270  0.00
C15 -4.3941 0.4340 -3.5677  0.00
C16 -2.5514 1.6936 0.4973  -0.02
H7 1.2804 0.6953 1.3008  -0.04
C17 1.4204 -2.0281 2.8658  -0.01
H8 -0.8534 2.3594 1.6418  -0.01
H9 -5.0868 1.0432 -4.1279  0.00
H10 3.9642 3.3331 -1.9028  0.00
H11 3.2255 -1.1303 -3.3499  0.00
C18 0.5476 -2.1139 -5.1818  0.00
C19 0.3071 -2.1935 5.4733  0.00
H12 1.5681 -1.3292 6.9721  0.00
H13 -4.7041 3.5663 3.0810  0.00
H14 -1.5492 0.5046 5.3936  0.00
P2 1.6387 -0.9655 -0.8572  -0.12
C20 -0.0619 2.0231 -2.8764  0.00
C21 4.0500 -4.2045 -0.9571  0.00
C22 -2.6006 -1.1280 -2.1924  0.02
C23 -0.8127 3.6756 -1.2773  -0.01
H15 6.3148 -2.0120 0.2824  0.00
C24 -0.6903 2.3438 -1.6691  -0.01
H16 -1.6992 -1.0772 2.2581  0.04
H17 3.9747 -5.2299 -1.2843  0.00
H18 -2.0151 0.4928 3.6937  0.00
C25 -0.3468 4.6754 -2.1158  0.00
H19 0.8651 2.7861 -4.6424  0.00
H20 1.1370 -2.8161 5.1398  0.00
H21 3.3810 4.2981 0.2878  0.00
C26 2.2958 2.5734 0.9381  0.02
C27 1.8518 -1.7480 -4.8817  0.00
C28 -2.1819 0.0164 4.6595  0.00
H22 -5.1841 -1.4087 -4.3265  0.00
H23 1.3520 -0.2833 5.5694  0.00
H24 -2.1393 -1.9043 5.6101  0.00
C29 -2.5798 0.2513 -1.9998  -0.01
H25 -2.2499 3.5703 3.2997  0.00
H26 0.0424 0.9846 -3.1728  0.00
H27 3.2489 1.0657 -2.5043  0.00
C30 3.0522 -2.0549 -0.5770  0.00
H28 -3.4563 2.1145 -2.6099  0.00
H29 -2.5601 -1.9904 3.9037  0.00
H30 1.6523 -1.9119 1.8038  0.02
H31 0.5907 5.1460 -3.9801  0.00
C31 -3.9429 1.6443 0.4088  0.00
C32 5.2710 -3.6989 -0.5284  -0.01
C33 1.2337 -1.3790 -2.5868  -0.01
H32 2.0585 2.9956 1.9026  0.00
H33 1.9763 -3.7807 -1.3091  0.00
H34 -0.3114 -2.7927 6.1458  0.00
C34 -4.1011 3.0272 2.3685  0.00
H35 1.5978 -3.0680 3.1443  0.00
H36 2.0963 -1.4021 3.4453  0.00
H37 -0.4635 5.7072 -1.8250  0.00
S1 -1.1959 -1.9822 -1.4940  -0.02
H38 0.2793 -2.3859 -6.1919  0.00
C35 2.9721 1.4796 -1.5454  0.00
C36 -2.7173 3.0356 2.4872  0.00
C37 -4.4482 -0.9487 -3.6866  0.00
O1 -1.4522 -3.3720 -1.2351  0.00
H39 4.3381 -0.5372 0.2539  0.00
C38 -0.4120 -2.1624 -4.1797  0.00
H40 -3.2160 0.1767 4.9477  0.00
N2 -0.5151 -1.8021 4.3332  0.01
H41 -3.5488 -2.8192 -3.0823  0.00
C39 -1.9095 -1.4851 4.6297  0.00
C40 2.2013 -1.3816 -3.5914  -0.01
C41 0.8480 -0.9807 6.2359  0.00
C42 3.0499 3.3040 0.0287  0.00
V1 -0.3976 -0.9025 0.2802  2.09
H42 -1.4202 -2.4731 -4.4025  0.00

Results
Multiplicity   3
Molecular weight   735.77 g mol⁻¹
Total charge   +3
Orbital gap (alpha / beta)   6.31 / 6.83 eV
Energy above the lowest of the compared OMol25 structures with the same formula, charge and spin   0.8325 eV


Below is a cluster of 14 separate species, C44H124N8O14 in total at a distorted geometry, with properties calculated with ωB97M-V/def2-TZVPD.

Last column: Mulliken charge in e.
Atoms and positions in Å:
H1 5.8752 1.8631 6.5159  0.37
H2 4.1552 4.1382 -1.0124  0.00
H3 -1.8124 1.1721 -1.0571  0.23
H4 -0.9794 1.2259 2.5898  -0.07
H5 1.1722 2.5030 -4.4772  -0.32
H6 -1.6770 -6.1676 -3.9898  0.39
H7 -2.2170 0.5984 -7.1368  0.35
C1 -5.0946 -1.7597 -2.7134  0.34
H8 -0.1590 6.8890 1.7863  0.26
H9 -4.2240 3.8062 2.9422  0.27
C2 2.7268 0.1750 5.6983  1.08
H10 -1.0075 -0.1744 -6.1685  -0.13
C3 0.6208 -1.3465 -1.3177  0.07
H11 -0.1300 1.4708 -5.1839  0.13
H12 0.9515 7.9079 0.8802  0.29
H13 -0.2133 0.0267 -3.1634  -0.69
H14 -2.6807 -0.1389 -3.9561  0.33
H15 -3.9938 -4.1091 -6.3877  0.42
H16 1.4548 0.6929 4.0176  -0.41
H17 0.2245 3.3243 -2.6853  -0.07
C4 5.0190 -2.3177 -2.7586  -0.25
H18 3.3198 6.3205 2.1321  0.34
H19 5.0405 3.1221 5.3872  0.27
H20 0.9241 2.4776 -6.1673  0.49
H21 -1.1381 -3.8053 -1.4618  -0.48
H22 2.0573 0.2986 -6.3254  0.55
H23 -2.7148 -0.7941 3.5176  -0.01
H24 -4.8627 -1.9640 -3.7590  -0.10
C5 0.8911 1.8285 -5.2902  -0.50
C6 -4.7674 -2.9531 -1.8501  -0.60
C7 3.9129 -2.7678 -1.8348  -0.44
H25 3.6158 -1.9562 -1.1668  0.11
H26 -5.0655 0.2604 3.3674  0.19
O1 -1.4644 -4.2031 -3.3941  0.09
C8 3.0382 4.1966 2.3015  0.48
H27 2.1138 0.4327 1.5608  0.22
N1 -4.1083 -6.1002 3.7138  -0.80
H28 0.7015 -2.4111 -1.5277  0.32
H29 -5.3923 1.4912 4.3274  0.35
H30 0.5952 0.7467 5.4558  0.57
H31 -0.5081 -1.2398 3.9221  0.07
C9 -0.7566 -0.6882 -1.4430  2.21
O2 -6.5300 -1.5478 -2.6646  -0.63
H32 3.3167 5.5783 0.5315  0.09
H33 -2.8874 4.3350 1.9112  0.01
H34 2.0537 -1.7972 5.3758  0.09
C10 -1.0277 1.4476 1.5256  0.21
N2 3.4600 4.2278 3.6995  -0.55
H35 -2.7362 1.3998 4.5488  -0.17
H36 -6.4090 -5.7142 2.8562  0.43
O3 2.0157 -0.2098 -4.3459  -0.30
C11 3.1238 0.5453 1.9953  -0.69
H37 -5.4923 3.3395 0.5530  0.47
O4 -3.3144 0.0231 -4.6825  -0.57
H38 -0.7807 -1.3615 -3.3790  0.39
H39 3.5534 -0.0422 5.0178  0.14
H40 1.8256 -2.6916 1.2354  -0.17
C12 3.6094 5.4318 1.5764  -1.45
O5 5.9489 2.0968 -3.8258  -0.37
H41 1.2992 6.3622 -1.0516  0.56
H42 7.8506 1.4986 -3.3997  0.31
H43 -1.7529 -1.1465 -7.3795  0.43
C13 -2.0508 -4.8108 -5.7061  1.14
H44 -3.6943 -3.1005 -1.7129  -0.15
H45 -0.2648 -5.1967 -4.5807  0.38
H46 4.3611 2.7876 1.2916  0.31
C14 -1.5028 4.2657 -1.1546  -1.56
N3 0.8042 3.9625 -2.1461  -0.20
H47 -1.3714 -2.6557 4.7570  0.20
H48 2.9436 1.3687 -5.1954  0.18
C15 1.5926 0.9725 5.0640  -0.93
H49 -1.9966 3.8985 -2.0558  0.54
C16 5.0325 2.1582 5.8882  -0.74
H50 5.5328 2.8703 -0.7181  0.37
C17 -1.1181 -4.6723 -2.1230  -0.43
H51 -4.3034 -7.0311 3.3426  0.31
H52 2.3637 -1.0147 -4.7351  0.16
C18 -0.9474 0.6193 -0.6739  -0.82
C19 -3.1258 -0.8066 -5.7912  0.41
H53 -1.9958 1.9513 1.3618  -0.31
C20 -0.1901 4.9109 -1.5886  -0.31
H54 5.6677 4.0215 -1.8938  0.44
H55 3.7980 3.0982 -3.1010  0.11
H56 3.5140 -4.6583 2.8708  0.42
H57 -2.0313 -2.5895 1.8182  0.48
H58 -6.8739 -1.7090 -3.5446  0.35
H59 -4.1611 -5.6495 -5.3801  0.39
C21 -0.0869 7.5607 0.9240  -0.71
H60 -3.9820 -0.7919 -6.4756  0.48
H61 1.6487 2.0593 5.1079  0.50
H62 -1.8448 -5.3849 -1.7134  0.41
H63 2.8850 -3.9067 0.5649  0.19
H64 3.0520 -3.1348 -2.3936  0.18
N4 -4.6564 1.1200 3.7318  -0.34
H65 2.6651 2.6993 0.7928  -0.25
H66 -3.7319 -1.4728 4.7508  0.31
C22 2.0181 0.8061 -5.3588  -0.35
C23 -5.7152 -5.3948 2.0784  -1.66
H67 -2.1106 -5.7213 -7.5674  0.28
O6 -4.1534 -2.7952 1.9590  -0.44
H68 4.1170 0.3937 7.4177  0.42
H69 4.6728 -1.5622 -3.4685  -0.10
C24 3.1983 -3.6359 2.6549  -0.43
H70 1.3298 4.5206 -2.8134  0.31
H71 -5.0213 -3.4675 3.6560  0.37
H72 1.0060 -1.1437 -0.3078  -0.44
H73 -0.3399 2.2863 1.3277  -0.11
C25 -2.9730 -2.6855 1.2554  -0.48
C26 -3.9736 4.1727 1.9445  0.20
H74 -0.6561 -5.7804 -6.9239  0.25
H75 -3.0836 -6.1748 3.7749  0.29
H76 -2.9850 -1.8294 0.5766  0.14
H77 -0.1212 -1.8942 5.5023  0.22
H78 5.8495 -1.9643 -2.1429  0.41
C27 -3.6183 0.7737 4.7337  0.61
H79 -3.6654 -5.2807 1.6997  0.14
N5 2.2095 -1.1225 6.1163  -0.69
C28 -1.9678 -0.3497 -6.6591  -0.91
C29 4.1687 2.4454 -2.2880  0.92
H80 -2.1120 5.0979 -0.7961  0.76
H81 -6.1832 -4.5168 1.6237  0.31
N6 2.9794 1.8449 -1.6469  0.66
C30 -0.9467 -1.6450 4.8345  -0.31
C31 -4.4300 3.3002 0.8033  -0.85
C32 -4.0915 1.0302 6.1596  -1.80
H82 -1.3056 -1.5429 -1.0319  -1.53
H83 4.0233 -2.9379 2.4939  0.24
H84 -0.0585 1.2207 -0.9391  -0.31
H85 5.6957 0.9483 -2.2077  0.61
H86 -4.6111 -0.8224 -2.4483  0.11
H87 -3.7816 -4.2336 -4.6747  -0.02
C33 -4.1580 -3.7211 3.0372  -0.23
C34 2.2845 -3.6651 1.4390  -0.45
O7 -0.9085 0.3451 0.6897  0.51
H88 -0.4963 5.5840 -2.4030  0.24
H89 -3.0757 -1.8900 -5.6198  -0.50
H90 1.3819 -4.2632 1.5725  0.37
C35 5.0507 1.4158 -2.9677  -0.09
H91 -4.2701 2.0885 6.3581  0.46
H92 -3.2812 0.7811 6.8494  0.41
C36 3.3291 2.8550 1.6435  0.38
H93 4.9696 1.4070 5.0934  0.25
H94 2.9075 -3.4385 4.6055  0.25
H95 1.9679 4.4453 2.2619  -0.02
H96 -1.4554 3.5309 -0.3546  0.11
N7 -1.6399 -5.8187 -6.6742  -0.71
H97 7.4481 1.6900 -5.1678  0.32
H98 2.5115 1.2741 -2.3474  -0.41
O8 -4.6185 5.4508 1.7500  -0.58
H99 -4.9721 0.4106 6.3373  0.42
H100 1.4493 -0.8708 -1.8600  -0.42
H101 -1.7816 -3.7626 -5.8814  -0.23
O9 2.4937 -3.1270 3.7964  -0.49
H102 6.9903 0.3166 -4.4332  0.25
C37 4.8865 3.4336 -1.4036  -1.45
C38 -4.2893 -5.1638 2.5978  1.03
C39 7.0895 1.3854 -4.1779  -0.79
O10 -0.4848 6.8586 -0.2418  -0.41
C40 -3.5775 -4.7604 -5.6223  -1.12
H103 -4.5259 5.9278 2.5820  0.31
H104 2.3616 2.6383 -1.4867  -0.48
H105 4.4384 0.6637 -3.4726  -0.30
H106 -5.6789 -6.1262 1.2662  0.42
H107 2.8294 -1.6571 6.7201  0.27
H108 -5.3189 -2.9428 -0.9113  0.34
H109 -5.0827 -3.8552 -2.3846  0.33
H110 -4.3014 2.2443 1.0652  0.08
H111 -3.2831 -3.4897 3.6551  -0.41
N8 -1.0474 -0.5046 -2.8869  0.68
O11 3.8126 2.1920 6.6295  -0.33
H112 2.5434 0.9781 7.7404  0.33
O12 3.2277 1.8059 2.6050  -0.20
C41 -3.0314 -0.6446 4.5596  -0.13
H113 -0.7656 8.4084 0.9703  0.29
H114 3.4412 3.3003 4.1199  0.15
H115 3.8053 0.2942 1.1789  0.51
H116 0.7228 5.2920 0.3210  -0.45
H117 -3.9501 3.4634 -0.1620  0.11
C42 3.2746 0.9147 6.9343  -1.02
O13 -1.9258 -0.8068 5.4067  -0.39
H118 2.7708 4.6791 4.2949  0.28
H119 -0.1265 -5.1379 -2.0763  0.43
C43 0.4536 5.8426 -0.5886  0.33
H120 6.3296 -3.6249 -3.4265  0.32
H121 4.3080 -3.5771 -1.2169  0.33
O14 5.4145 -3.4030 -3.6120  -0.57
H122 4.6931 5.3304 1.4555  0.45
H123 -2.7297 -3.5077 0.5577  0.08
C44 -1.3487 -5.2190 -4.4171  -1.13
H124 3.0737 -0.1947 2.7966  -0.18

Results
Multiplicity   1
Molecular weight   989.52 g mol⁻¹
Total charge   0
Orbital gap   9.04 eV
Energy above the lowest of the compared OMol25 structures with the same formula, charge and spin   3.8219 eV


Below is the molecule C14H19N3O3 at a distorted geometry, with properties calculated with ωB97M-V/def2-TZVPD.

Last column: Mulliken charge in e.
Atoms and positions in Å:
H1 -0.3855 -3.5223 -2.1592  0.24
C1 -0.5528 -0.4604 1.1396  0.46
C2 -0.6660 -1.7983 0.6718  0.57
H2 0.0712 2.3638 1.3871  0.36
C3 -0.7571 -2.8424 1.5691  0.15
H3 2.1336 1.0941 0.3047  0.40
H4 2.5202 0.6607 -1.3563  0.36
C4 1.2857 2.8248 -2.5646  -0.76
O1 -0.9285 -3.4650 5.0329  -0.63
H5 -1.3185 0.5877 -2.1216  0.43
N1 -0.3829 0.5962 0.2998  0.31
H6 -1.6377 1.8698 1.3621  0.54
C5 -0.2725 0.8830 -2.2007  -1.01
O2 -0.7627 -4.8330 3.3769  -0.63
H7 1.8890 2.2348 -3.2582  0.33
H8 -0.7781 2.9919 -1.9889  0.31
H9 -0.8764 -3.8595 1.2246  0.65
C6 -0.7204 1.9169 0.7758  -1.40
H10 0.6750 -0.5779 -0.9789  0.58
C7 -0.7254 -1.3024 3.4184  -0.79
H11 0.1715 0.2806 -2.9962  0.43
C8 -0.1608 2.3483 -2.6180  -0.73
H12 0.4620 -3.6731 -0.6605  0.22
H13 1.2587 3.2852 -0.4662  0.28
C9 -0.6315 -0.2579 2.5364  -0.53
C10 1.8029 1.1981 -0.7314  -1.18
C11 -0.7615 -2.6122 2.9420  -0.77
N2 -0.8251 -3.7072 3.8433  1.00
H14 -0.9057 2.5559 -0.0806  0.20
H15 2.8701 3.0135 -1.1145  0.37
O3 -1.7640 -1.5794 -1.4342  -0.62
N3 -0.1627 -3.1518 -1.2497  -0.34
H16 -0.7507 -1.1329 4.4838  0.49
H17 -0.5437 2.4427 -3.6364  0.38
C12 1.8352 2.6652 -1.1523  -0.55
H18 -0.5743 0.7406 2.9351  0.49
C13 -0.9197 -2.1354 -0.7660  0.02
C14 0.4426 0.4871 -0.8962  0.01
H19 1.3463 3.8703 -2.8726  0.37

Results
Multiplicity   1
Molecular weight   277.32 g mol⁻¹
Total charge   0
Orbital gap   7.95 eV
Energy above the lowest of the compared OMol25 structures with the same formula, charge and spin   3.1196 eV


What is the molecular weight in the second record?
735.77 g mol⁻¹


Look up the molecular weight of the third one.
989.52 g mol⁻¹


energy above the lowest of the compared OMol25 structures with the same formula, charge and spin of number 1 (C18H33N3O12)?
0.0000 eV


Among the records above, which one has the highest multiplicity?
C42H42N2OP2SV